C25H21Br2N5O4SSn | ωB97M-V with the def2-TZVPD basis set

Results
largest force on an atom	2.94	eV/Å
LUMO	-8.10	eV
DFT total energy	-198644.21717	eV
gap between HOMO and LUMO	5.421	eV
relative energy (zero: lowest compared OMol25 entry of this formula, charge and spin)	43.0	kcal per mole
total charge	+2

The geometry in XYZ format:
```
59
Properties=species:S:1:pos:R:3:forces:R:3
Sn -0.378 -1.082 0.231 -0.51 2.25 1.54
N -2.647 0.816 -3.211 0.00 0.04 -0.02
C -1.610 1.722 -3.375 0.15 0.02 0.15
C -1.409 2.747 -4.291 -0.11 0.01 -0.02
C -0.228 3.449 -4.181 -0.02 -0.02 -0.02
C 0.717 3.142 -3.190 0.04 0.01 -0.01
C 0.505 2.135 -2.274 -0.10 -0.12 0.08
C -0.683 1.413 -2.373 0.02 0.10 -0.16
N -1.183 0.340 -1.630 0.60 -0.73 0.55
C -2.339 0.017 -2.178 0.08 0.18 -0.09
C -3.132 -1.101 -1.716 -0.26 -0.15 -0.15
C -4.325 -1.558 -2.179 -0.09 -0.01 0.01
S -4.797 -2.954 -1.315 0.17 0.17 0.09
C -3.378 -2.851 -0.385 -0.09 -0.17 0.07
N -2.608 -1.845 -0.697 1.09 -0.33 0.18
H -3.469 0.758 -3.790 -0.02 -0.03 0.03
H -2.144 2.985 -5.048 0.03 -0.01 -0.02
H -0.021 4.249 -4.878 -0.01 0.01 0.01
H 1.637 3.710 -3.155 0.00 0.00 0.05
H 1.237 1.897 -1.520 0.00 0.18 -0.01
H -4.943 -1.155 -2.965 -0.01 -0.01 0.01
H -3.128 -3.560 0.391 -0.01 0.00 -0.02
C 0.250 -5.452 3.868 0.19 -0.12 0.19
O -0.608 -4.753 2.945 -0.10 0.06 -0.16
C -0.202 -3.699 2.295 0.24 0.24 0.09
O -0.964 -3.125 1.511 -0.36 0.26 -0.88
N 1.037 -3.206 2.516 0.12 -0.18 0.10
N 1.423 -2.099 1.758 -0.03 -0.10 0.13
H -0.340 -6.283 4.236 -0.03 0.01 -0.03
H 0.528 -4.814 4.707 -0.06 0.07 -0.05
H 1.135 -5.842 3.363 -0.04 0.02 -0.07
H 1.715 -3.699 3.076 0.05 0.06 0.00
H 2.220 -2.325 1.168 -0.03 -0.02 -0.04
H 1.668 -1.318 2.362 -0.05 0.03 0.01
Br 6.577 3.634 -2.237 -0.13 -0.12 0.07
C 5.229 2.510 -1.547 0.16 0.16 -0.08
C 4.619 2.843 -0.343 0.00 -0.03 0.06
C 3.615 2.032 0.150 -0.06 0.04 -0.06
C 3.214 0.909 -0.575 0.03 -0.36 0.14
C 3.853 0.568 -1.766 -0.06 0.03 -0.02
C 4.862 1.374 -2.258 0.03 -0.08 0.00
C 2.041 0.139 -0.106 0.73 0.79 0.00
O 1.324 0.568 0.820 -0.71 -0.34 -0.09
O 1.735 -0.958 -0.705 -1.93 -0.84 -0.27
H 4.927 3.731 0.191 0.01 -0.02 0.02
H 3.120 2.268 1.082 -0.01 0.06 -0.01
H 3.528 -0.307 -2.313 0.05 0.01 -0.03
H 5.366 1.133 -3.184 -0.03 -0.01 -0.01
Br -3.115 3.023 5.061 0.01 -0.06 -0.05
C -2.507 1.840 3.728 0.01 0.07 0.07
C -2.217 2.338 2.463 -0.02 0.00 -0.17
C -1.736 1.481 1.474 -0.21 0.32 0.47
C -1.602 0.171 1.845 1.51 -1.62 -1.93
C -1.872 -0.387 3.064 -0.18 0.35 0.30
C -2.343 0.496 4.036 -0.04 -0.16 0.00
H -2.352 3.388 2.240 -0.01 0.02 0.06
H -1.480 1.859 0.493 0.03 -0.02 0.03
H -1.751 -1.439 3.281 0.01 0.02 -0.02
H -2.575 0.127 5.026 -0.03 0.06 0.02
```
Positions in Å, forces in eV/Å.

***

C6H7F6N2O8S2 | ωB97M-V with the def2-TZVPD basis set

Results
largest force on an atom	1.38	eV/Å
LUMO	2.64	eV
DFT total energy	-63673.72535	eV
gap between HOMO and LUMO	9.341	eV
total charge	-1

The geometry in XYZ format:
```
31
Properties=species:S:1:pos:R:3:forces:R:3
O -4.014 2.379 -0.337 1.07 -0.87 -0.04
C -3.038 1.652 -0.339 -0.88 0.98 -0.16
O -1.791 2.169 -0.274 -0.75 0.07 0.19
C -3.092 0.139 -0.422 0.46 -0.04 0.12
C -3.492 -0.522 0.903 -0.39 -0.04 -0.19
N -3.307 0.359 2.061 0.58 -0.57 -0.03
C -1.932 0.548 2.353 0.58 -0.44 0.05
O -1.034 -0.181 1.998 -0.58 0.73 -0.11
O -1.735 1.661 3.090 -0.55 -0.01 -0.22
H -1.156 1.447 -0.316 0.68 -0.28 -0.15
H -3.773 -0.150 -1.209 -0.34 0.06 -0.12
H -2.119 -0.239 -0.718 0.24 -0.01 -0.02
H -2.950 -1.458 0.991 0.22 -0.15 0.11
H -4.545 -0.770 0.875 -0.28 0.08 0.06
H -3.709 -0.116 2.860 -0.33 0.42 0.27
H -0.856 1.981 2.877 0.50 -0.10 0.24
C 1.215 -2.285 0.034 0.24 0.05 0.18
F -0.027 -2.769 0.044 -0.26 -0.03 -0.07
F 1.509 -1.868 1.263 0.01 0.03 0.09
F 2.043 -3.285 -0.275 0.06 -0.11 -0.07
S 1.330 -0.922 -1.191 0.10 -0.31 0.05
O 0.406 0.070 -0.705 -0.17 0.34 0.09
O 1.005 -1.531 -2.450 0.08 0.01 -0.03
N 2.856 -0.591 -0.957 -0.51 0.35 -0.46
S 3.520 0.574 -1.806 0.23 0.15 -0.07
O 3.078 1.900 -1.475 -0.07 -0.06 0.14
O 3.718 0.283 -3.198 -0.02 -0.16 0.03
C 5.193 0.437 -1.058 -0.05 -0.23 0.21
F 5.727 -0.769 -1.266 0.05 -0.09 -0.04
F 5.161 0.651 0.259 0.00 0.04 0.10
F 6.002 1.344 -1.602 0.10 0.20 -0.16
```
Positions in Å, forces in eV/Å.

***

C10H13O3 | ωB97M-V with the def2-TZVPD basis set

Results
largest force on an atom	2.51	eV/Å
LUMO	2.91	eV
DFT total energy	-16723.40907	eV
gap between HOMO and LUMO	6.677	eV
relative energy (zero: lowest compared OMol25 entry of this formula, charge and spin)	54.8	kcal per mole
total charge	-1

The geometry in XYZ format:
```
26
Properties=species:S:1:pos:R:3:forces:R:3
C 1.008 -1.078 2.013 2.46 -0.17 0.48
C -1.108 0.202 1.909 -0.02 -0.48 -1.98
C 0.290 0.187 1.646 -1.53 0.19 1.71
C -1.878 1.324 1.712 1.03 0.46 1.14
C 0.875 1.445 1.600 0.20 -0.22 -1.05
C -1.222 2.559 1.676 -1.56 0.26 0.38
C 0.136 2.636 1.716 1.00 -0.61 -0.36
O -2.046 3.704 1.678 0.63 -0.27 0.17
H -1.677 -0.714 1.971 0.33 -0.43 0.31
H -2.939 1.273 1.862 -0.33 0.15 -0.28
H 0.599 -1.429 2.962 -0.20 -0.20 -0.17
H 2.061 -0.823 2.280 -0.53 0.15 -0.04
H 1.902 1.530 1.246 0.19 -0.04 0.79
H 0.711 3.542 1.844 -0.38 0.31 -0.36
H -2.148 3.905 0.751 -0.23 0.40 -0.35
H 1.209 -1.941 1.364 -1.09 0.46 -0.54
C -0.100 -1.443 -3.070 0.37 -0.59 0.46
C 1.386 -1.054 -3.337 -1.26 -0.90 0.26
C -0.215 -2.452 -1.889 -2.34 0.36 0.40
O 0.810 -2.915 -1.374 0.84 -0.12 0.02
O -1.419 -2.697 -1.555 0.80 0.07 -0.26
H -0.875 -0.674 -3.019 0.60 0.68 0.93
H -0.597 -1.951 -3.902 0.80 -0.49 -0.41
H 1.759 -1.955 -3.834 0.28 0.80 -1.29
H 2.080 -1.139 -2.503 -0.74 0.55 0.87
H 1.397 -0.044 -3.743 0.69 -0.32 -0.82
```
Positions in Å, forces in eV/Å.

***

C44H38F7N | ωB97M-V with the def2-TZVPD basis set

Results
largest force on an atom	2.13	eV/Å
SMILES string	Fc1ccccc1.Fc1ccccc1.Fc1ccccc1.Fc1ccccc1.Fc1ccccc1.Fc1ccccc1.Fc1ccccc1.CC#N
LUMO	0.45	eV
DFT total energy	-66755.60435	eV
gap between HOMO and LUMO	9.339	eV
relative energy (zero: lowest compared OMol25 entry of this formula, charge and spin)	15.9	kcal per mole
total charge	0

The geometry in XYZ format:
```
90
Properties=species:S:1:pos:R:3:forces:R:3
F 2.252 -3.723 -0.828 -0.01 -0.21 -0.02
C 3.510 -3.546 -1.276 0.21 -0.06 -0.09
C 4.068 -2.299 -1.177 0.19 0.83 0.19
C 5.367 -2.090 -1.622 0.17 -0.21 -0.03
C 6.108 -3.136 -2.146 -0.23 -0.77 -0.56
C 5.511 -4.399 -2.294 -0.33 0.75 0.52
C 4.211 -4.598 -1.833 0.18 -0.47 -0.23
H 3.530 -1.468 -0.739 -0.19 -0.12 -0.05
H 5.799 -1.098 -1.582 -0.06 0.03 0.12
H 7.113 -2.988 -2.517 0.03 0.12 0.06
H 6.015 -5.233 -2.761 0.22 0.05 0.03
H 3.770 -5.582 -1.924 -0.19 0.09 0.05
F 1.752 3.572 -4.572 0.13 0.04 -0.41
C 2.229 2.917 -3.505 -0.28 -0.24 1.06
C 1.376 2.751 -2.420 -0.22 0.16 0.78
C 1.834 2.123 -1.262 0.77 -0.21 -0.51
C 3.155 1.700 -1.212 0.17 -0.27 0.14
C 3.998 1.863 -2.300 -0.13 0.17 0.20
C 3.535 2.463 -3.460 0.08 0.06 -0.48
H 0.389 3.196 -2.377 -0.03 -0.08 -0.47
H 1.244 1.914 -0.380 -0.46 0.38 -0.21
H 3.523 1.226 -0.309 0.02 0.00 -0.01
H 5.039 1.575 -2.226 -0.02 -0.13 -0.09
H 4.189 2.575 -4.315 -0.08 0.13 -0.03
F -1.857 1.719 3.568 0.02 0.25 0.01
C -2.764 0.990 4.241 -0.41 -0.75 -0.01
C -3.937 0.601 3.605 0.13 0.50 -0.09
C -4.850 -0.174 4.295 0.50 -0.81 0.28
C -4.595 -0.570 5.617 -0.19 0.32 -1.23
C -3.403 -0.192 6.211 -0.89 0.01 0.44
C -2.469 0.568 5.519 0.07 0.33 0.34
H -4.149 0.933 2.596 0.17 -0.09 -0.05
H -5.666 -0.632 3.752 -0.30 0.41 0.12
H -5.361 -1.167 6.091 0.25 -0.05 0.38
H -3.318 -0.432 7.264 0.61 -0.04 -0.08
H -1.555 0.898 5.994 0.04 -0.06 -0.05
F -1.721 3.739 -1.094 -0.12 -0.11 0.21
C -2.829 3.224 -1.671 0.35 0.41 -0.63
C -4.057 3.448 -1.095 -0.49 0.24 0.17
C -5.219 2.948 -1.704 1.51 -0.18 0.44
C -5.056 2.175 -2.845 -1.05 1.03 -0.45
C -3.811 2.025 -3.441 -0.38 -0.38 -0.20
C -2.672 2.564 -2.882 -0.08 -1.00 0.78
H -4.120 4.055 -0.200 0.07 -0.07 0.03
H -6.159 3.152 -1.215 -0.22 -0.12 -0.27
H -5.957 1.901 -3.386 0.17 -0.48 0.09
H -3.754 1.435 -4.347 0.14 0.06 0.00
H -1.705 2.209 -3.215 0.13 0.60 -0.18
F -1.909 -7.240 -2.424 0.34 -0.14 0.16
C -2.866 -6.314 -2.303 -1.39 0.44 -0.24
C -4.175 -6.671 -2.634 0.69 -0.03 0.17
C -5.205 -5.734 -2.532 0.64 -0.56 -0.10
C -4.888 -4.423 -2.202 -0.20 0.25 0.12
C -3.575 -4.071 -1.939 0.06 0.14 -0.47
C -2.574 -5.020 -1.933 0.88 -0.18 0.16
H -4.290 -7.692 -2.976 -0.44 0.03 0.06
H -6.200 -6.086 -2.761 -0.17 0.32 0.03
H -5.620 -3.628 -2.126 -0.25 -0.24 -0.23
H -3.284 -3.028 -1.905 -0.15 0.00 0.57
H -1.563 -4.752 -1.645 0.01 0.00 -0.24
F 0.288 6.426 3.923 0.10 0.30 -0.27
C 0.887 5.371 3.333 -0.15 -0.19 -0.01
C 0.449 4.121 3.723 0.36 -0.27 0.07
C 1.092 2.994 3.220 -0.77 0.02 -0.41
C 2.112 3.117 2.298 0.27 0.21 0.05
C 2.522 4.392 1.921 0.33 -0.02 0.10
C 1.896 5.538 2.396 0.18 -0.32 0.32
H -0.357 4.021 4.436 -0.04 0.11 -0.01
H 0.693 2.014 3.446 0.15 0.04 0.29
H 2.592 2.228 1.908 0.09 0.07 -0.03
H 3.418 4.533 1.327 -0.21 -0.16 -0.34
H 2.286 6.492 2.072 -0.29 0.22 0.23
F -1.618 -1.127 -2.418 -0.13 -0.17 -0.49
C -1.080 -0.695 -1.276 0.18 0.18 2.11
C -1.771 0.228 -0.495 -0.09 -0.07 -1.65
C -1.211 0.727 0.666 -0.98 -0.58 0.05
C -0.106 0.086 1.190 0.94 0.59 0.00
C 0.614 -0.828 0.423 -0.69 0.42 0.48
C 0.097 -1.240 -0.794 0.55 -0.49 -0.89
H -2.722 0.539 -0.916 0.06 0.40 0.29
H -1.742 1.537 1.147 0.18 -0.11 0.37
H 0.305 0.358 2.154 -0.09 0.17 -0.07
H 1.571 -1.120 0.835 -0.03 -0.55 -0.29
H 0.596 -1.996 -1.393 0.10 0.13 0.03
C 6.636 -1.219 2.018 -1.73 0.53 0.39
C 5.278 -0.662 1.787 0.17 -0.19 -0.13
N 4.220 -0.284 1.546 0.21 0.03 0.19
H 7.010 -0.752 2.926 0.42 0.10 -0.21
H 7.196 -0.998 1.117 0.46 -0.31 0.16
H 6.469 -2.270 2.240 0.44 -0.16 -0.36
```
Positions in Å, forces in eV/Å.

***

C4H8ClN | ωB97M-V with the def2-TZVPD basis set

Results
largest force on an atom	4.13	eV/Å
SMILES string	N[C@@H]1CC[C@@H]1Cl
LUMO	1.04	eV
DFT total energy	-18289.06925	eV
gap between HOMO and LUMO	9.875	eV
relative energy (zero: lowest compared OMol25 entry of this formula, charge and spin)	16.2	kcal per mole
total charge	0

The geometry in XYZ format:
```
14
Properties=species:S:1:pos:R:3:forces:R:3
N 0.924 -0.150 1.908 0.00 1.87 0.18
C 0.025 -0.692 0.941 0.96 -2.01 -2.82
C 0.702 -1.343 -0.451 -3.05 -0.83 2.66
C -0.654 -1.061 -1.104 0.49 1.07 -1.18
C -0.912 0.053 -0.129 -0.13 -0.70 3.02
Cl -0.141 1.534 -0.584 0.15 1.30 -0.44
H 1.360 0.737 1.619 -0.67 -0.35 -0.07
H 1.723 -0.742 2.046 0.02 -0.65 0.07
H -0.563 -1.495 1.397 -0.10 0.22 -0.02
H 1.415 -0.637 -0.703 1.57 0.96 -0.96
H 1.005 -2.370 -0.411 0.56 -0.40 0.01
H -1.446 -1.788 -1.052 0.09 -0.65 0.23
H -0.595 -0.690 -2.126 -0.14 -0.17 -0.20
H -1.928 0.212 0.256 0.25 0.35 -0.47
```
Positions in Å, forces in eV/Å.

***

C15H28CoNO2 | ωB97M-V with the def2-TZVPD basis set

Results
2S+1	5
largest force on an atom	6.36	eV/Å
LUMO (alpha / beta)	-7.79 / -9.59	eV
DFT total energy	-59201.42290	eV
gap between HOMO and LUMO (alpha / beta)	6.562 / 6.181	eV
<S²>	6.097
total charge	+2

The geometry in XYZ format:
```
47
Properties=species:S:1:pos:R:3:forces:R:3
C -1.237 -0.454 -1.554 -1.53 -0.60 -1.87
H -2.301 -0.589 -1.344 0.27 0.17 0.21
H -1.143 0.380 -2.261 0.31 0.33 0.52
H -1.683 0.755 0.486 0.88 0.34 -0.59
C -0.638 -1.733 -2.131 0.46 -0.20 1.02
H 0.448 -1.749 -1.976 0.00 -0.08 -0.11
H -1.034 -2.601 -1.591 0.14 0.21 -0.04
C -0.934 -1.889 -3.632 -0.23 0.43 -0.18
H -0.461 -2.790 -4.041 -0.05 0.19 0.26
H -2.013 -1.961 -3.812 0.21 0.02 0.04
H -0.561 -1.025 -4.195 -0.05 -0.18 0.03
C 1.611 1.079 1.260 1.98 -1.36 -0.09
C 2.077 0.399 0.065 -0.41 0.03 1.18
C 1.520 1.068 -1.062 0.30 0.36 -0.29
C 0.667 2.131 -0.582 0.35 0.97 0.89
C 0.767 2.157 0.862 -1.40 1.13 -1.42
C 0.156 3.186 1.763 -0.09 -0.24 -0.08
C -0.021 3.145 -1.445 -0.15 -0.20 0.07
C 1.806 0.785 -2.503 -0.17 -0.15 0.20
C 3.065 -0.728 0.037 -0.12 -0.10 -0.02
C 2.043 0.762 2.661 -0.34 -0.02 -0.21
Co -0.226 0.245 0.176 -0.84 -0.03 -0.17
H -0.884 3.580 -0.934 0.14 -0.02 -0.07
H 0.662 3.964 -1.710 -0.07 -0.19 0.09
H -0.376 2.696 -2.378 0.08 0.10 0.11
H -0.701 3.671 1.289 0.19 -0.03 0.03
H -0.187 2.742 2.701 0.12 0.02 -0.08
H 0.890 3.966 2.008 -0.04 -0.17 -0.08
H 2.292 -0.297 2.772 0.02 0.16 -0.07
H 2.935 1.343 2.930 -0.09 -0.03 -0.15
H 1.258 1.001 3.383 0.10 0.01 -0.13
H 3.027 -1.268 -0.914 0.04 0.08 0.14
H 4.089 -0.353 0.170 -0.24 -0.01 -0.03
H 2.871 -1.448 0.837 0.06 0.10 -0.07
H 0.921 0.941 -3.128 0.16 0.08 0.09
H 2.592 1.456 -2.872 -0.10 -0.05 0.10
H 2.149 -0.242 -2.651 0.04 0.18 0.02
N -3.371 -2.683 2.153 -1.28 -0.37 -0.54
C -2.041 -2.546 2.746 1.39 -0.54 1.30
C -1.317 -1.376 2.157 2.45 5.74 1.22
O -0.980 -0.367 2.927 -1.41 -4.26 -2.76
O -1.054 -1.322 0.869 -0.85 -2.36 2.34
H -3.928 -1.812 2.319 0.31 -0.84 -0.25
H -3.864 -3.488 2.601 0.17 0.70 -0.53
H -3.292 -2.861 1.126 -0.25 0.22 0.81
H -2.148 -2.397 3.845 0.07 -0.03 -0.86
H -1.450 -3.471 2.574 -0.51 0.47 0.01
```
Positions in Å, forces in eV/Å.